# 1
Here is the molecule C12H19NO2S2 in a non-equilibrium geometry from the OMol25 dataset. Energies are from wB97M-V/def2-TZVPD.

As for the charge: 0. For the molar mass, the calculation gives 273.42 g mol⁻¹. The calculation puts the HOMO energy at -8.4 eV. The structure (SMILES) is CC(C)(C)SCCNS(=O)(=O)c1ccccc1. The LUMO energy comes out at 0.625 eV. The HOMO-LUMO gap is 9.015 eV. The energy relative to the best compared isomer or geometry (same formula, charge and spin) is 0.0000 eV. The total energy comes out at -1470.2505 Ha.

Last column: natural (NBO) charge in e.
Atoms and positions in Å:
C1 -3.871 -0.226 0.594  -0.623
C2 -2.694 -0.286 -0.371  -0.104
C3 -2.649 0.937 -1.278  -0.645
C4 -2.744 -1.563 -1.204  -0.623
S1 -1.118 -0.444 0.609  0.160
C5 -0.849 1.221 1.304  -0.557
C6 0.605 1.342 1.780  -0.242
N1 1.464 2.137 0.933  -0.856
S2 1.744 1.632 -0.650  2.294
O1 2.702 2.566 -1.163  -0.937
O2 0.522 1.479 -1.394  -0.953
C7 2.506 0.047 -0.374  -0.274
C8 1.903 -1.107 -0.831  -0.195
C9 2.515 -2.325 -0.586  -0.215
C10 3.715 -2.368 0.106  -0.180
C11 4.313 -1.198 0.553  -0.217
C12 3.704 0.022 0.311  -0.203
H1 -4.805 -0.180 0.037  0.206
H2 -3.810 0.655 1.230  0.206
H3 -3.886 -1.109 1.229  0.216
H4 -1.660 1.057 -1.716  0.252
H5 -3.374 0.818 -2.081  0.211
H6 -2.903 1.843 -0.732  0.204
H7 -3.688 -1.622 -1.743  0.213
H8 -2.651 -2.438 -0.563  0.214
H9 -1.928 -1.573 -1.922  0.217
H10 -1.546 1.362 2.131  0.213
H11 -1.044 1.949 0.519  0.232
H12 1.055 0.346 1.836  0.215
H13 0.638 1.782 2.780  0.217
H14 1.235 3.120 0.925  0.401
H15 0.967 -1.034 -1.359  0.253
H16 2.055 -3.238 -0.931  0.221
H17 4.191 -3.318 0.297  0.217
H18 5.250 -1.239 1.087  0.221
H19 4.137 0.954 0.637  0.241

# 2
Here is the molecule C9H13N3S2 in a non-equilibrium geometry from the OMol25 dataset. Energies are from wB97M-V/def2-TZVPD.

As for the charge: 0. For the molar mass, the calculation gives 227.36 g mol⁻¹. The calculation puts the HOMO energy at -7.5 eV. The LUMO energy comes out at -1.042 eV. The HOMO-LUMO gap is 6.470 eV. The energy relative to the best compared isomer or geometry (same formula, charge and spin) is 0.9724 eV. The total energy comes out at -1311.2555 Ha.

Last column: natural (NBO) charge in e.
Atoms and positions in Å:
C1 4.767 0.533 0.102  0.398
C2 -1.019 -0.912 -0.278  0.191
C3 -1.420 0.469 -0.235  -0.278
C4 1.412 -1.385 -0.220  0.413
C5 2.006 -1.262 1.108  -0.624
C6 2.341 -1.493 -1.363  -0.704
C7 -3.643 -0.050 0.823  -0.650
C8 -3.096 2.275 0.016  -0.671
C9 -2.657 0.859 0.167  0.133
N1 5.889 0.279 0.003  -0.488
N2 0.138 -1.411 -0.413  -0.365
N3 3.519 0.858 0.036  -0.926
S1 -0.368 1.700 -0.999  0.015
S2 2.402 0.601 1.164  0.504
H1 -1.827 -1.637 -0.341  0.202
H2 2.942 -1.800 1.218  0.251
H3 1.326 -1.420 1.937  0.245
H4 1.814 -1.595 -2.307  0.234
H5 2.940 -0.564 -1.372  0.311
H6 3.046 -2.312 -1.232  0.253
H7 -4.648 0.191 0.482  0.228
H8 -3.452 -1.103 0.642  0.214
H9 -3.613 0.109 1.902  0.242
H10 -3.942 2.497 0.660  0.224
H11 -2.280 2.962 0.233  0.252
H12 -3.392 2.456 -1.019  0.243
H13 0.815 1.155 -0.715  0.152

# 3
Here is a cluster of 2 separate species, C3H6O2 in total in a non-equilibrium geometry from the OMol25 dataset. Energies are from wB97M-V/def2-TZVPD.

As for the charge: 0. For the molar mass, the calculation gives 74.08 g mol⁻¹. The calculation puts the HOMO energy at -8.3 eV. The LUMO energy comes out at 0.476 eV. The HOMO-LUMO gap is 8.824 eV. The energy relative to the best compared isomer or geometry (same formula, charge and spin) is 4.7831 eV. The total energy comes out at -268.2294 Ha.

Last column: natural (NBO) charge in e.
Atoms and positions in Å:
C1 -1.520 0.541 0.085  -0.677
C2 0.016 -0.992 0.468  -0.097
O1 1.065 -0.150 0.717  -0.513
C3 1.968 0.024 -0.250  0.631
O2 1.719 -0.372 -1.346  -0.574
H1 -1.065 0.890 -0.838  0.224
H2 -2.503 0.093 -0.097  0.213
H3 -1.515 1.322 0.855  0.215
H4 -0.113 -1.348 -0.565  0.194
H5 -0.964 -0.523 0.925  0.241
H6 2.912 0.515 0.046  0.142

# 4
Here is a structure of composition C9H14BrN2O2 in a non-equilibrium geometry from the OMol25 dataset. Energies are from wB97M-V/def2-TZVPD.

As for the charge: +1. For the molar mass, the calculation gives 262.13 g mol⁻¹. The calculation puts the HOMO energy at -12.5 eV. The LUMO energy comes out at -3.837 eV. The HOMO-LUMO gap is 8.614 eV. The energy relative to the best compared isomer or geometry (same formula, charge and spin) is 0.7576 eV. The total energy comes out at -3184.9719 Ha.

Last column: natural (NBO) charge in e.
Atoms and positions in Å:
C1 -2.866 -2.322 -0.094  -0.249
C2 -3.076 -1.134 -0.701  -0.211
C3 -1.809 -2.381 0.986  0.169
C4 2.671 0.975 0.992  -0.265
C5 2.714 1.904 -0.182  -0.102
C6 0.486 1.653 -0.709  -0.086
C7 -2.247 0.000 -0.694  -0.309
C8 0.382 0.430 0.357  -0.131
C9 -0.500 -0.770 -0.055  0.438
N1 -0.782 -1.663 0.949  -0.520
N2 1.736 -0.113 0.685  -0.494
O1 1.517 2.595 -0.347  -0.493
O2 0.160 -1.387 -1.223  -0.733
Br1 -2.882 1.274 0.685  0.050
H1 -3.495 -3.209 -0.060  0.250
H2 -4.070 -1.103 -1.250  0.247
H3 -1.578 -3.112 1.724  0.228
H4 3.689 0.558 1.313  0.251
H5 2.247 1.544 1.789  0.232
H6 3.416 2.762 0.021  0.246
H7 3.015 1.306 -1.084  0.175
H8 0.705 1.376 -1.716  0.196
H9 -0.528 2.080 -0.646  0.230
H10 -2.064 0.477 -1.634  0.238
H11 0.069 1.055 1.261  0.262
H12 2.050 -0.608 -0.093  0.439
H13 1.578 -0.634 1.518  0.449
H14 -0.539 -1.555 -1.792  0.491

# 5
Here is a cluster of 3 separate species, C43H52I2N3O8S2 in total in a non-equilibrium geometry from the OMol25 dataset. Energies are from wB97M-V/def2-TZVPD.

As for the charge: +1. For the molar mass, the calculation gives 1056.84 g mol⁻¹. The calculation puts the HOMO energy at -10.0 eV. The LUMO energy comes out at -3.546 eV. The HOMO-LUMO gap is 6.484 eV. The energy relative to the best compared isomer or geometry (same formula, charge and spin) is 0.0000 eV. The total energy comes out at -3827.2806 Ha.

Last column: Löwdin charge in e.
Atoms and positions in Å:
C1 3.333 -5.051 2.320  -0.056
C2 1.898 -5.103 1.786  -0.229
O1 1.161 -3.910 2.066  -0.127
C3 1.351 -2.900 1.133  -0.213
C4 0.388 -3.018 -0.069  -0.110
O2 0.048 -1.702 -0.539  -0.052
C5 0.611 -1.286 -1.720  -0.422
C6 0.275 -2.192 -2.930  -0.117
C7 -1.127 -2.797 -2.875  -0.208
C8 -2.195 -2.046 -3.712  -0.471
S1 -3.512 -1.448 -2.642  0.944
C9 -5.025 -2.006 -3.371  -1.062
S2 -5.055 -3.113 -4.548  0.779
N1 -6.264 -1.498 -2.868  -0.098
C10 -6.514 -0.092 -3.140  -0.220
C11 -5.679 0.730 -3.885  -0.047
C12 -6.019 2.068 -4.072  -0.082
C13 -7.184 2.607 -3.551  -0.089
C14 -8.040 1.774 -2.837  -0.068
C15 -7.699 0.446 -2.637  -0.016
C16 -6.453 -1.798 -1.450  -0.265
C17 -7.464 -2.697 -1.122  -0.009
C18 -7.717 -2.998 0.212  -0.069
C19 -6.966 -2.426 1.229  -0.078
C20 -5.954 -1.523 0.909  -0.065
C21 -5.715 -1.216 -0.426  -0.061
C22 0.056 0.157 -1.984  -0.092
N2 1.032 1.164 -2.371  -0.164
C23 1.571 1.173 -3.720  -0.741
I1 0.079 0.947 -5.234  0.956
C24 2.328 2.538 -3.930  -0.807
C25 3.758 2.298 -4.371  -0.187
I2 1.446 3.862 -5.385  0.811
C26 2.031 1.262 -1.317  -0.108
C27 2.555 -0.081 -0.772  -0.234
C28 4.051 -0.108 -0.500  -0.084
C29 4.381 0.935 0.588  -0.159
O3 5.281 0.393 1.530  -0.005
C30 4.750 0.187 2.777  -0.521
C31 5.040 -1.177 3.307  0.041
O4 4.134 1.026 3.339  0.148
N3 2.124 -1.209 -1.647  0.193
H1 3.560 -5.963 2.858  0.076
H2 4.041 -5.021 1.494  0.069
H3 3.511 -4.190 2.952  0.068
H4 1.915 -5.269 0.709  0.112
H5 1.352 -5.905 2.263  0.122
H6 2.384 -2.948 0.744  0.111
H7 1.256 -1.916 1.584  0.131
H8 -0.523 -3.474 0.300  0.147
H9 0.863 -3.620 -0.839  0.123
H10 0.425 -1.647 -3.859  0.071
H11 1.003 -3.009 -2.945  0.118
H12 -1.498 -2.915 -1.864  0.083
H13 -1.061 -3.802 -3.281  0.121
H14 -2.562 -2.683 -4.505  0.026
H15 -1.747 -1.172 -4.177  -0.006
H16 -4.777 0.347 -4.327  0.080
H17 -5.365 2.709 -4.644  0.101
H18 -7.447 3.643 -3.681  0.100
H19 -8.970 2.141 -2.433  0.105
H20 -8.375 -0.187 -2.085  0.115
H21 -8.062 -3.141 -1.901  0.121
H22 -8.510 -3.679 0.478  0.105
H23 -7.157 -2.645 2.266  0.102
H24 -5.357 -1.033 1.660  0.102
H25 -4.958 -0.489 -0.676  0.080
H26 -0.377 0.493 -1.042  0.143
H27 -0.772 0.046 -2.669  0.065
H28 2.318 0.408 -3.965  0.065
H29 2.302 3.125 -3.023  0.056
H30 4.247 3.249 -4.550  0.065
H31 4.344 1.779 -3.609  0.071
H32 3.813 1.745 -5.304  0.082
H33 2.881 1.886 -1.571  0.124
H34 1.550 1.752 -0.476  0.106
H35 2.080 -0.262 0.187  0.145
H36 4.603 0.069 -1.420  0.124
H37 4.291 -1.083 -0.078  0.124
H38 4.806 1.817 0.117  0.138
H39 3.464 1.270 1.070  0.121
H40 4.331 -1.846 2.820  0.075
H41 6.045 -1.439 2.994  0.100
H42 4.943 -1.193 4.387  0.062
H43 2.551 -2.065 -1.282  0.170
H44 2.457 -1.112 -2.608  0.171
C32 5.829 1.963 8.919  0.027
C33 5.944 0.868 8.174  0.022
C34 5.081 0.650 6.988  -0.364
O5 5.191 -0.355 6.313  0.083
C35 4.083 1.696 6.660  0.022
C36 3.967 2.792 7.406  0.028
C37 4.830 3.014 8.593  -0.383
O6 4.725 4.012 9.270  0.117
H45 6.447 2.143 9.789  0.125
H46 6.665 0.089 8.392  0.122
H47 3.468 1.515 5.789  0.107
H48 3.246 3.569 7.187  0.123
C38 -0.181 5.046 1.800  0.023
C39 -1.449 5.450 1.810  0.033
C40 -2.402 5.029 0.752  -0.378
O7 -3.554 5.395 0.757  0.129
C41 -1.884 4.137 -0.321  0.037
C42 -0.617 3.734 -0.329  0.018
C43 0.332 4.156 0.733  -0.374
O8 1.491 3.785 0.728  0.081
H49 0.530 5.341 2.560  0.125
H50 -1.845 6.099 2.581  0.127
H51 -2.595 3.843 -1.084  0.126
H52 -0.222 3.089 -1.107  0.098

# 6
Here is a structure of composition C3H2Br5N2O in a non-equilibrium geometry from the OMol25 dataset. Energies are from wB97M-V/def2-TZVPD.

As for the charge: +1. For the molar mass, the calculation gives 481.58 g mol⁻¹. The calculation puts the HOMO energy at -13.3 eV. The LUMO energy comes out at -7.209 eV. The HOMO-LUMO gap is 6.062 eV. The energy relative to the best compared isomer or geometry (same formula, charge and spin) is 2.0984 eV. The total energy comes out at -13169.9051 Ha.

Last column: natural (NBO) charge in e.
Atoms and positions in Å:
C1 1.289 0.219 -0.282  0.389
C2 -1.584 0.083 0.590  -0.113
C3 -1.070 -0.160 -0.728  -0.198
N1 1.123 -0.203 0.838  -0.215
N2 0.183 0.536 -1.030  -0.669
O1 2.222 -0.553 1.528  -0.514
Br1 3.101 0.286 -1.178  0.081
Br2 -1.762 1.813 1.127  0.426
Br3 -2.282 -1.148 1.741  0.463
Br4 -0.895 -1.932 -1.294  0.195
Br5 -2.505 0.547 -1.912  0.214
H1 0.071 0.864 -1.929  0.439
H2 2.108 -0.352 2.529  0.502

Repeat the third record exactly.
Here is a cluster of 2 separate species, C3H6O2 in total in a non-equilibrium geometry from the OMol25 dataset. Energies are from wB97M-V/def2-TZVPD.

As for the charge: 0. For the molar mass, the calculation gives 74.08 g mol⁻¹. The calculation puts the HOMO energy at -8.3 eV. The LUMO energy comes out at 0.476 eV. The HOMO-LUMO gap is 8.824 eV. The energy relative to the best compared isomer or geometry (same formula, charge and spin) is 4.7831 eV. The total energy comes out at -268.2294 Ha.

Last column: natural (NBO) charge in e.
Atoms and positions in Å:
C1 -1.520 0.541 0.085  -0.677
C2 0.016 -0.992 0.468  -0.097
O1 1.065 -0.150 0.717  -0.513
C3 1.968 0.024 -0.250  0.631
O2 1.719 -0.372 -1.346  -0.574
H1 -1.065 0.890 -0.838  0.224
H2 -2.503 0.093 -0.097  0.213
H3 -1.515 1.322 0.855  0.215
H4 -0.113 -1.348 -0.565  0.194
H5 -0.964 -0.523 0.925  0.241
H6 2.912 0.515 0.046  0.142

Question: Look up the total energy of the first one.
Answer: -1470.2505 Ha